{
  "formula": "C20H15F10O2S",
  "method": "ωB97M-V/def2-TZVPD",
  "charge": -1,
  "homo_lumo_gap_ha": 0.182,
  "total_energy_ev": -63064.5686,
  "molar_mass_g_mol": 509.38,
  "spin_multiplicity": 1,
  "species": ["O", "C", "C", "C", "C", "C", "C", "C", "C", "O", "C", "C", "C", "C", "C", "C", "C", "F", "F", "C", "F", "F", "S", "F", "F", "F", "F", "F", "C", "C", "C", "C", "H", "H", "H", "H", "H", "H", "H", "H", "H", "H", "H", "H", "H", "H", "H", "F"],
  "positions_angstrom": [[-1.08, 0.27, -5.11], [-0.84, -0.06, -3.83], [-0.08, -1.48, -3.40], [1.23, -2.10, -4.18], [1.88, -3.50, -3.57], [1.29, -4.31, -2.25], [-0.01, -3.70, -1.48], [-0.66, -2.31, -2.07], [-1.97, -1.58, -1.32], [-3.03, -2.28, -0.87], [-1.84, 0.08, -1.20], [-2.26, 0.84, 0.19], [-2.78, -0.06, 1.47], [-1.49, -0.97, 1.99], [-0.83, -0.33, 3.36], [0.80, -0.43, 3.47], [1.60, 1.03, 3.31], [0.80, 2.17, 3.81], [2.75, 0.89, 4.28], [2.07, 1.10, 1.75], [3.20, 0.11, 1.61], [1.03, 0.63, 0.77], [2.70, 2.73, 1.13], [1.19, 3.53, 1.24], [2.36, 2.20, -0.50], [4.28, 2.02, 0.91], [3.25, 3.28, 2.65], [3.34, 4.17, 0.45], [-2.09, 2.49, 0.23], [-1.50, 3.32, -1.10], [-1.07, 2.54, -2.52], [-1.25, 0.91, -2.53], [1.71, -1.56, -5.13], [2.85, -3.98, -4.07], [1.77, -5.30, -1.84], [-0.51, -4.16, -0.50], [-3.14, 0.65, 2.34], [-3.69, -0.77, 1.21], [-0.72, -1.20, 1.15], [-1.97, -2.02, 2.29], [-1.27, -0.98, 4.26], [-1.29, 0.74, 3.49], [1.22, -1.16, 2.62], [1.13, -0.93, 4.49], [-2.36, 3.06, 1.23], [-1.35, 4.49, -1.04], [-0.63, 3.11, -3.44], [-2.73, -1.20, -3.74]]
}